Entry 1:
{
  "formula": "C4H24O10",
  "method": "wB97M-V/def2-TZVPD",
  "symbols": ["O", "H", "H", "O", "H", "H", "O", "H", "H", "O", "H", "H", "O", "H", "H", "O", "H", "H", "C", "C", "O", "O", "H", "H", "H", "H", "H", "H", "C", "C", "O", "O", "H", "H", "H", "H", "H", "H"],
  "coordinates": [[1.252, -0.878, 1.096], [1.010, -0.426, 0.287], [0.895, -1.760, 0.995], [2.461, -4.476, 2.535], [1.800, -3.790, 2.441], [2.268, -4.881, 3.381], [-0.089, -3.092, 1.716], [-0.304, -3.855, 1.179], [-0.928, -2.811, 2.081], [1.984, 2.032, -1.430], [1.733, 1.286, -1.974], [2.899, 2.197, -1.657], [0.324, 0.293, 3.276], [0.784, -0.207, 2.602], [-0.530, -0.133, 3.350], [3.891, 0.135, 1.255], [3.039, -0.183, 1.555], [3.891, 1.066, 1.476], [-2.373, 3.415, -0.203], [-2.853, 1.977, 0.054], [-1.917, 1.360, 0.850], [-2.782, 4.352, 0.780], [-2.777, 3.786, -1.146], [-1.293, 3.536, -0.286], [-2.909, 1.490, -0.920], [-3.812, 1.924, 0.569], [-1.468, 0.690, 0.330], [-2.658, 3.985, 1.658], [0.142, -0.876, -3.261], [-0.775, -0.177, -2.270], [-0.648, -0.909, -1.090], [1.400, -0.494, -2.789], [-0.107, -0.456, -4.236], [-0.022, -1.932, -3.479], [-1.794, -0.109, -2.652], [-0.434, 0.853, -2.161], [-1.243, -1.653, -1.210], [1.942, -1.282, -2.700]],
  "max_force_ev_per_a": 2.39,
  "s_squared": 0.750,
  "mol_weight_da": 232.226,
  "charge": -1,
  "spin_multiplicity": 2,
  "homo_lumo_gap_ev": [2.963, 10.152],
  "energy_ev": -25010.9470,
  "homo_energy_ev": [-0.118, -7.379]
}

Entry 2:
{
  "formula": "C4H25N2O8",
  "method": "wB97M-V/def2-TZVPD",
  "symbols": ["O", "C", "N", "C", "C", "N", "C", "H", "H", "H", "H", "H", "H", "H", "H", "H", "H", "H", "H", "H", "O", "H", "H", "O", "H", "H", "O", "H", "H", "O", "H", "H", "O", "H", "H", "O", "H", "H", "O"],
  "coordinates": [[0.158, -0.860, 1.620], [0.078, -1.371, 0.496], [-0.009, -2.684, 0.344], [-0.182, -3.334, -0.947], [0.076, -0.518, -0.761], [0.077, 0.923, -0.405], [-1.187, 1.630, -0.722], [-0.027, -3.263, 1.162], [-0.340, -4.396, -0.790], [-1.090, -2.985, -1.446], [0.705, -3.271, -1.578], [0.975, -0.747, -1.318], [-0.800, -0.744, -1.360], [0.852, 1.386, -0.887], [0.298, 1.044, 0.588], [-1.044, 2.702, -0.629], [-1.981, 1.294, -0.059], [-1.489, 1.427, -1.741], [3.236, 1.872, -1.535], [2.845, 1.620, -0.071], [2.804, 1.236, -0.974], [3.510, -1.703, 0.469], [3.040, -0.440, -0.305], [2.748, -1.143, 0.295], [-1.039, 0.307, 2.228], [-1.824, 1.300, 3.139], [-1.768, 0.987, 2.245], [2.324, 0.390, 1.799], [2.610, 1.682, 2.565], [2.289, 1.367, 1.721], [-3.088, -1.092, -0.453], [-3.330, -1.633, -1.875], [-2.637, -1.403, -1.254], [1.312, 4.043, -2.033], [1.540, 4.272, -0.545], [1.405, 3.586, -1.198], [-3.099, 0.062, 1.520], [-4.215, -1.039, 1.676], [-3.732, -0.505, 1.018]],
  "max_force_ev_per_a": 1.25,
  "mol_weight_da": 229.250,
  "charge": 1,
  "homo_lumo_gap_ev": 10.466,
  "energy_ev": -23910.2069,
  "homo_energy_ev": -12.938
}

Entry 3:
{
  "formula": "C4H25NO11",
  "method": "wB97M-V/def2-TZVPD",
  "symbols": ["O", "C", "N", "C", "C", "O", "C", "O", "H", "H", "H", "H", "H", "H", "H", "H", "H", "H", "H", "O", "H", "H", "O", "H", "H", "O", "H", "H", "O", "H", "H", "O", "H", "H", "O", "H", "H", "O", "H", "H", "O"],
  "coordinates": [[1.857, 0.878, 1.464], [0.687, 0.681, 1.751], [-0.127, -0.082, 0.894], [-1.520, -0.475, 1.169], [-1.806, -0.632, 2.723], [-2.879, -1.583, 2.828], [-2.373, 0.621, 0.509], [-3.708, 0.113, 0.368], [0.272, 0.999, 2.680], [0.295, -0.329, 0.046], [-1.547, -1.409, 0.600], [-0.983, -0.999, 3.278], [-2.175, 0.276, 3.173], [-3.548, -1.295, 2.188], [-2.560, 1.612, 0.965], [-1.885, 0.915, -0.414], [-3.908, -0.493, -0.349], [3.760, -1.665, -0.422], [4.429, -0.472, -1.147], [3.883, -1.247, -1.293], [2.144, -0.484, -1.664], [0.954, -0.593, -2.563], [1.213, -0.213, -1.720], [2.042, 2.956, -2.307], [1.647, 1.464, -2.282], [1.748, 2.231, -2.856], [2.219, 4.093, -0.178], [1.847, 3.346, 1.017], [1.491, 4.082, 0.445], [-0.980, -1.101, -4.689], [-2.562, -0.803, -4.226], [-1.627, -0.859, -4.031], [-1.455, 3.678, 2.845], [-1.045, 3.235, 1.415], [-1.316, 2.912, 2.272], [-0.018, -2.965, -1.937], [0.623, -4.074, -1.046], [0.115, -3.256, -1.005], [2.088, -2.344, 0.134], [2.133, -3.537, 1.082], [2.574, -3.184, 0.283]],
  "max_force_ev_per_a": 4.43,
  "mol_weight_da": 263.240,
  "homo_lumo_gap_ev": 9.239,
  "energy_ev": -28565.4728,
  "homo_energy_ev": -9.189
}

Entry 4:
{
  "formula": "C4H25NO12",
  "method": "wB97M-V/def2-TZVPD",
  "symbols": ["O", "C", "O", "C", "C", "C", "N", "O", "H", "H", "H", "H", "H", "H", "H", "H", "H", "O", "H", "H", "O", "H", "H", "O", "H", "H", "O", "H", "H", "O", "H", "H", "O", "H", "H", "O", "H", "H", "O", "H", "H", "O"],
  "coordinates": [[-2.142, 1.023, 0.748], [-1.455, 1.515, -0.112], [-0.942, 2.761, -0.012], [-1.356, 0.952, -1.495], [0.035, 0.749, -2.091], [0.737, -0.345, -1.266], [0.840, 0.026, 0.055], [0.979, -1.475, -1.626], [-0.723, 2.861, 0.937], [-1.826, 1.684, -2.160], [-1.933, 0.034, -1.516], [0.673, 1.621, -2.213], [-0.197, 0.311, -3.063], [0.835, -0.720, 0.727], [1.163, 0.956, 0.267], [-1.177, -2.173, 0.456], [-0.318, -2.818, -0.498], [-0.346, -2.638, 0.449], [-2.590, -1.329, 1.766], [-3.298, -0.298, 1.012], [-3.475, -1.168, 1.420], [-2.632, -2.945, -1.636], [-2.865, -2.077, -0.382], [-2.440, -2.080, -1.255], [-1.529, 0.288, 2.989], [-2.002, -0.824, 3.936], [-1.222, -0.479, 3.490], [2.749, 1.838, 2.599], [3.357, 1.421, 1.281], [2.819, 2.119, 1.680], [4.106, -1.432, 1.371], [2.823, -0.840, 0.819], [3.498, -0.697, 1.496], [3.542, 0.098, -2.526], [2.811, 1.224, -1.937], [3.264, 0.418, -1.657], [0.266, -2.010, -3.253], [-1.123, -2.474, -2.864], [-0.564, -2.344, -3.642], [0.529, 3.192, 3.369], [0.899, 3.158, 1.843], [0.230, 2.919, 2.497]],
  "max_force_ev_per_a": 1.75,
  "mol_weight_da": 279.239,
  "homo_lumo_gap_ev": 10.331,
  "energy_ev": -30615.1310,
  "homo_energy_ev": -10.188
}

Entry 5:
{
  "formula": "C4H25NO8",
  "method": "wB97M-V/def2-TZVPD",
  "symbols": ["O", "H", "H", "O", "H", "H", "O", "H", "H", "O", "H", "H", "O", "H", "H", "O", "H", "H", "O", "H", "H", "C", "C", "C", "O", "C", "N", "H", "H", "H", "H", "H", "H", "H", "H", "H", "H", "H"],
  "coordinates": [[4.051, -0.763, -1.020], [4.595, -0.287, -0.393], [3.207, -0.863, -0.579], [0.221, -0.344, 2.269], [-0.589, -0.835, 2.131], [0.031, 0.227, 3.013], [2.435, 1.334, 2.018], [1.746, 0.672, 2.083], [2.006, 2.153, 2.265], [-1.847, -2.287, 1.496], [-1.941, -2.256, 0.544], [-1.263, -3.028, 1.656], [-0.569, -1.340, -2.132], [0.008, -1.624, -1.423], [-1.237, -2.023, -2.185], [0.814, -4.035, 1.118], [0.307, -4.434, 1.825], [1.012, -4.759, 0.525], [1.420, -1.558, 0.131], [1.102, -2.401, 0.454], [1.219, -0.941, 0.835], [-1.916, 1.279, 0.524], [-2.108, 1.935, -0.858], [-0.870, 2.702, -1.491], [0.070, 1.738, -1.866], [1.159, 1.591, -0.978], [-2.734, 1.016, -1.839], [-2.861, 1.079, 1.030], [-1.437, 1.914, 1.269], [-1.435, 0.314, 0.362], [-2.882, 2.691, -0.728], [-0.385, 3.447, -0.860], [-1.197, 3.264, -2.365], [1.792, 2.476, -1.035], [1.780, 0.769, -1.335], [0.869, 1.488, 0.067], [-2.116, 0.218, -1.832], [-2.459, 1.473, -2.697]],
  "max_force_ev_per_a": 1.91,
  "mol_weight_da": 215.243,
  "homo_lumo_gap_ev": 8.383,
  "energy_ev": -22423.0623,
  "homo_energy_ev": -8.781
}

Entry 6:
{
  "formula": "C4H25NO8",
  "method": "wB97M-V/def2-TZVPD",
  "symbols": ["C", "C", "N", "C", "C", "O", "H", "H", "H", "H", "H", "H", "H", "H", "H", "H", "H", "H", "H", "O", "H", "H", "O", "H", "H", "O", "H", "H", "O", "H", "H", "O", "H", "H", "O", "H", "H", "O"],
  "coordinates": [[0.393, -3.204, 2.298], [0.732, -2.101, 1.319], [1.524, -1.069, 2.104], [2.094, -0.047, 1.165], [1.036, 0.622, 0.263], [1.561, 0.560, -1.046], [-0.641, -3.491, 2.501], [0.880, -4.125, 1.965], [0.800, -3.013, 3.296], [1.413, -2.451, 0.541], [-0.041, -1.512, 0.861], [2.323, -1.547, 2.480], [2.656, 0.599, 1.834], [2.760, -0.608, 0.508], [1.062, 1.694, 0.493], [0.035, 0.210, 0.361], [0.962, 0.529, -1.736], [0.624, 3.358, -2.488], [-0.283, 2.942, -1.305], [0.431, 2.612, -1.899], [-2.006, -0.528, 3.894], [-0.972, -0.128, 2.911], [-1.884, -0.007, 3.137], [-0.869, 1.955, -2.965], [-2.154, 2.168, -2.362], [-1.797, 1.555, -3.021], [3.450, -0.963, -1.606], [2.854, -1.696, -2.698], [3.706, -1.547, -2.323], [-2.488, 0.707, 1.697], [-3.713, 1.595, 1.790], [-3.167, 1.124, 1.125], [0.054, -3.059, -1.680], [-0.744, -1.731, -2.043], [-0.574, -2.404, -1.329], [-3.414, 2.476, -1.460], [-2.643, 2.520, -0.048], [-2.762, 2.979, -0.945]],
  "max_force_ev_per_a": 3.42,
  "mol_weight_da": 215.243,
  "homo_lumo_gap_ev": 9.631,
  "energy_ev": -22422.1555,
  "homo_energy_ev": -9.266
}